Below is C34H21ClIN6O3Sc as an isolated structure, with properties calculated with the ωB97M-V functional and the def2-TZVPD basis.

Results
Relative energy (zero: lowest compared OMol25 entry of this formula, charge and spin) in kJ/mol: 25.2
Gap between HOMO and LUMO in eV: 6.58

Each line ends with the Löwdin charge.
Cartesian coordinates (Å):
Sc 0.63 0.63 -0.21  1.0142
O 4.68 1.54 0.85  0.0464
C 3.63 1.22 0.30  -0.4581
N 2.40 1.09 0.83  0.0012
C 2.17 1.31 2.22  -0.2032
C 3.16 1.27 3.20  -0.0207
C 2.84 1.44 4.54  -0.1012
C 1.53 1.67 4.91  -0.1069
C 0.53 1.73 3.95  -0.0285
C 0.84 1.55 2.60  -0.2103
N -0.11 1.56 1.54  -0.0021
C -1.37 2.00 1.72  -0.4620
O -1.87 2.57 2.69  0.0443
C -2.28 1.73 0.54  -0.1816
C -3.38 2.56 0.34  0.0121
C -4.25 2.28 -0.69  -0.0412
C -4.03 1.14 -1.46  -0.0454
C -2.92 0.37 -1.18  -0.1254
N -2.03 0.66 -0.22  0.0971
C 3.68 0.93 -1.19  -0.1718
C 4.82 1.29 -1.90  0.0122
C 4.87 1.01 -3.25  -0.0418
C 3.79 0.36 -3.84  -0.0441
C 2.71 0.03 -3.05  -0.1085
N 2.64 0.32 -1.75  0.0836
H 4.19 1.10 2.91  0.0963
H 3.62 1.41 5.29  0.0964
H 1.27 1.82 5.96  0.0952
H -0.49 1.93 4.23  0.0937
H -3.52 3.40 1.01  0.1226
H -5.09 2.92 -0.90  0.1115
H -4.69 0.85 -2.26  0.1085
H -2.73 -0.54 -1.75  0.1113
H 5.62 1.78 -1.37  0.1206
H 5.73 1.29 -3.84  0.1111
H 3.79 0.11 -4.89  0.1077
H 1.86 -0.49 -3.48  0.1030
Cl -2.26 -0.80 -6.49  0.6905
C -1.56 -0.06 -5.08  -0.6080
C -1.54 1.30 -4.98  -0.1634
C -0.97 1.93 -3.86  -0.6406
I -0.99 4.00 -3.71  0.9453
C -0.41 1.21 -2.81  -0.4508
O 0.12 1.76 -1.75  -0.2004
C -0.48 -0.22 -2.92  -0.2095
N 0.01 -0.93 -1.85  0.0337
C -0.01 -2.24 -1.89  -0.1127
C -0.51 -2.96 -2.99  -0.0313
C -1.03 -2.28 -4.05  -0.0114
C -1.03 -0.86 -4.04  -0.1829
H -1.95 1.90 -5.77  0.0957
H 0.39 -2.76 -1.03  0.1072
H -0.49 -4.04 -2.97  0.1094
H -1.43 -2.80 -4.91  0.0946
N 0.17 -1.22 1.06  0.1904
C -0.30 -1.88 1.86  -0.0501
C -0.93 -2.59 2.95  -0.2015
C -1.94 -3.52 2.68  -0.0250
C -2.54 -4.18 3.74  -0.0669
C -2.14 -3.91 5.04  -0.0626
C -1.13 -2.99 5.30  -0.0560
C -0.52 -2.32 4.25  -0.0054
H -2.24 -3.70 1.66  0.1198
H -3.33 -4.89 3.54  0.1089
H -2.61 -4.43 5.86  0.1093
H -0.83 -2.78 6.31  0.1127
H 0.25 -1.58 4.43  0.1249


Below is C27H21N7O7SSn as an isolated structure, with properties calculated with the ωB97M-V functional and the def2-TZVPD basis.

Results
Relative energy (zero: lowest compared OMol25 entry of this formula, charge and spin) in kJ/mol: 0.0
Total charge: -2
Gap between HOMO and LUMO in eV: 6.81

Each line ends with the Löwdin charge.
Cartesian coordinates (Å):
Sn -0.58 0.80 0.00  1.3244
O -1.79 -3.32 -1.15  -0.0726
C -1.66 -2.07 -1.21  -0.5012
N -0.56 -1.34 -1.13  0.0051
C 0.73 -1.89 -1.07  -0.2142
C 1.06 -3.24 -1.08  -0.0305
C 2.39 -3.65 -1.01  -0.1196
C 3.40 -2.72 -0.91  -0.1138
C 3.10 -1.36 -0.92  -0.0251
C 1.78 -0.93 -1.01  -0.2180
N 1.39 0.42 -1.02  -0.0132
C 2.15 1.34 -1.63  -0.4704
O 3.29 1.21 -2.10  0.0027
C 1.48 2.68 -1.82  -0.2027
C 2.22 3.77 -2.25  -0.0079
C 1.57 4.98 -2.43  -0.0684
C 0.21 5.06 -2.19  -0.0647
C -0.45 3.92 -1.75  -0.1483
N 0.18 2.76 -1.58  0.0290
C -2.94 -1.28 -1.36  -0.2297
C -4.10 -1.80 -0.80  -0.0069
C -5.28 -1.09 -0.91  -0.0759
C -5.27 0.12 -1.59  -0.0869
C -4.06 0.55 -2.12  -0.1598
N -2.92 -0.12 -2.01  0.0868
H 0.27 -3.97 -1.15  0.0840
H 2.62 -4.71 -1.01  0.0833
H 4.43 -3.04 -0.83  0.0851
H 3.88 -0.63 -0.85  0.0999
H 3.28 3.65 -2.41  0.1081
H 2.12 5.86 -2.73  0.0985
H -0.33 5.99 -2.28  0.1005
H -1.50 3.94 -1.49  0.1096
H -4.04 -2.75 -0.27  0.1062
H -6.19 -1.46 -0.45  0.0977
H -6.16 0.71 -1.71  0.0888
H -4.01 1.50 -2.66  0.0998
O 4.82 3.07 2.96  0.0450
C 3.58 2.75 2.51  -0.2910
C 2.70 3.71 2.03  0.0435
C 1.45 3.31 1.57  -0.1609
N 1.09 2.03 1.54  0.0912
C 1.92 1.12 2.05  -0.1811
C 3.17 1.42 2.55  0.0633
C 1.42 -0.32 2.15  -0.5969
O 2.06 -1.11 2.82  0.0438
O 0.30 -0.55 1.57  -0.2350
C 0.44 4.41 1.15  -0.6853
O 0.94 5.55 0.99  -0.0598
O -0.74 4.04 1.03  -0.0705
H 4.94 4.02 2.84  0.0949
H 2.94 4.76 1.99  0.1150
H 3.79 0.64 2.96  0.1246
C -2.51 -5.45 1.13  -0.0970
N -3.00 -4.52 2.14  -0.0888
C -2.28 -3.45 2.60  -0.9634
N -1.30 -3.01 1.82  0.1581
S -2.69 -2.78 4.10  0.4446
H -3.26 -6.22 0.99  0.0741
H -1.57 -5.92 1.44  0.0850
H -2.35 -4.93 0.19  0.0485
H -3.59 -4.89 2.87  0.0762
H -1.22 -3.37 0.87  0.0664
H -0.75 -2.18 2.04  0.0757


Below is a single C28H24F5N3O4 molecule at a distorted geometry, with properties calculated with the ωB97M-V functional and the def2-TZVPD basis.

Results
Relative energy (zero: lowest compared OMol25 entry of this formula, charge and spin) in kJ/mol: 0.0
Gap between HOMO and LUMO in eV: 7.80
Structure (SMILES): CN1C(=O)[C@@H](Cc2c(F)c(F)c(F)c(F)c2F)N(/C=C/[C@@H](Oc2ccccc2[N+](=O)[O-])c2ccccc2)C1(C)C

Each line ends with the Löwdin charge.
Cartesian coordinates (Å):
C 2.09 -4.58 1.60  -0.0099
N 1.87 -3.16 1.42  -0.0285
C 2.91 -2.27 1.49  -0.3590
O 4.07 -2.53 1.82  0.0747
C 2.34 -0.89 1.16  -0.1685
C 2.93 -0.30 -0.12  -0.0488
C 4.40 -0.10 0.03  -0.0862
C 5.31 -0.97 -0.58  -0.1399
F 4.85 -1.98 -1.35  0.0972
C 6.68 -0.87 -0.35  -0.1138
F 7.54 -1.75 -0.91  0.1151
C 7.16 0.15 0.48  -0.1121
F 8.48 0.25 0.72  0.1196
C 6.28 1.06 1.06  -0.1165
F 6.74 2.05 1.85  0.1118
C 4.91 0.92 0.82  -0.1307
F 4.05 1.78 1.43  0.0885
N 0.91 -1.15 1.09  -0.0147
C 0.03 -0.13 0.87  -0.0599
C -1.28 -0.29 0.57  -0.0390
C -2.12 0.90 0.24  -0.2580
O -1.70 1.27 -1.09  -0.0328
C -1.78 2.56 -1.51  -0.2094
C -0.99 3.57 -0.94  0.0054
C -1.16 4.88 -1.37  -0.0617
C -2.17 5.23 -2.28  -0.0707
C -3.00 4.24 -2.80  0.0081
C -2.75 2.91 -2.47  -0.0887
N -3.54 1.85 -3.09  -0.2902
O -4.65 2.17 -3.57  0.0417
O -3.07 0.69 -3.17  0.0863
C -3.63 0.74 0.15  -0.1561
C -4.46 1.86 0.10  -0.0381
C -5.84 1.71 -0.07  -0.0717
C -6.41 0.43 -0.09  -0.0808
C -5.58 -0.69 -0.01  -0.0687
C -4.20 -0.53 0.07  -0.0249
C 0.58 -2.58 1.07  -0.4675
C 0.15 -3.06 -0.33  0.0083
C -0.48 -2.96 2.11  0.0049
H 3.17 -4.75 1.71  0.0974
H 1.57 -4.94 2.50  0.0943
H 1.71 -5.13 0.74  0.0923
H 2.54 -0.20 1.99  0.1665
H 2.73 -0.98 -0.95  0.1343
H 2.44 0.67 -0.31  0.1296
H 0.46 0.87 0.93  0.1408
H -1.70 -1.28 0.43  0.0601
H -1.88 1.70 0.96  0.1534
H -0.25 3.30 -0.18  0.1215
H -0.50 5.66 -0.97  0.1084
H -2.32 6.27 -2.58  0.1078
H -3.82 4.45 -3.49  0.1224
H -4.03 2.86 0.24  0.1223
H -6.48 2.60 -0.17  0.1074
H -7.50 0.31 -0.12  0.1040
H -6.00 -1.70 0.01  0.1040
H -3.55 -1.41 0.10  0.1009
H 0.98 -2.94 -1.04  0.0967
H -0.14 -4.12 -0.27  0.0851
H -0.71 -2.48 -0.70  0.0767
H -0.09 -2.78 3.12  0.1017
H -1.40 -2.38 1.98  0.0699
H -0.72 -4.03 2.00  0.0880


Below is a single C4H2O2 molecule at a distorted geometry, with properties calculated with the ωB97M-V functional and the def2-TZVPD basis.

Results
Relative energy (zero: lowest compared OMol25 entry of this formula, charge and spin) in kJ/mol: 221.2
Gap between HOMO and LUMO (spin up / spin down) in eV: 7.63 / 7.65

Each line ends with the Löwdin charge.
Cartesian coordinates (Å):
C 0.42 -0.66 0.04  -0.0064
C 0.95 0.58 -0.01  -0.1002
C -1.03 -0.53 0.03  -0.4177
C -1.35 0.98 -0.02  0.2762
O 0.03 1.62 0.03  -0.0978
O -1.88 -1.40 0.02  0.1171
H 0.86 -1.57 -0.03  0.0773
H 2.01 0.98 -0.07  0.1516


Below is C23H32AsIrN8O3 as an isolated structure at a distorted geometry, with properties calculated with the ωB97M-V functional and the def2-TZVPD basis.

Results
Relative energy (zero: lowest compared OMol25 entry of this formula, charge and spin) in kJ/mol: 37.0
Total charge: +2
Gap between HOMO and LUMO in eV: 5.88

Each line ends with the Löwdin charge.
Cartesian coordinates (Å):
Ir -0.61 1.94 -0.40  1.4129
C 2.05 -3.32 4.55  -0.0740
O 2.11 -4.27 3.51  -0.0643
C 1.06 -4.36 2.66  -0.2755
C -0.07 -3.54 2.72  -0.0122
C -1.09 -3.70 1.79  -0.0249
C -1.00 -4.68 0.82  -0.2905
C 0.10 -5.54 0.81  -0.0100
C 1.13 -5.37 1.70  0.0200
N -1.99 -4.99 -0.16  0.0916
N -2.86 -4.17 -0.53  0.0815
C -2.67 -2.78 -0.62  -0.2276
C -3.84 -2.04 -0.52  0.0161
C -3.86 -0.63 -0.50  0.0246
C -2.68 0.06 -0.59  -0.3829
O -2.54 1.39 -0.64  -0.2563
C -1.49 -0.69 -0.77  -0.1640
N -0.37 0.07 -0.94  -0.0747
C 0.78 -0.48 -1.31  -0.0771
C 0.85 -1.85 -1.56  -0.0088
C -0.24 -2.65 -1.33  0.0461
C -1.45 -2.09 -0.88  -0.0871
H 2.99 -3.40 5.09  0.0994
H 1.22 -3.52 5.23  0.1019
H 1.96 -2.30 4.15  0.0807
H -0.17 -2.79 3.49  0.0934
H -1.98 -3.10 1.87  0.1174
H 0.12 -6.35 0.08  0.1241
H 2.00 -6.02 1.70  0.1300
H -4.76 -2.59 -0.44  0.1288
H -4.80 -0.10 -0.42  0.1307
H 1.63 0.18 -1.42  0.1209
H 1.78 -2.26 -1.92  0.1225
H -0.17 -3.71 -1.54  0.1289
C 3.80 3.46 2.46  -0.0094
N 3.02 3.51 1.23  -0.1240
C 3.52 4.29 0.09  -0.0066
C 1.87 2.85 1.08  -0.3744
N 1.19 2.82 -0.04  -0.0149
N 1.41 2.18 2.21  0.1816
C 0.23 1.49 2.43  -0.4312
N 0.11 1.00 3.68  0.1970
N -0.66 1.32 1.52  0.0054
H 4.05 2.43 2.73  0.1052
H 3.30 3.96 3.29  0.1075
H 4.74 3.98 2.29  0.1013
H 4.43 4.80 0.40  0.0996
H 2.80 5.05 -0.21  0.1070
H 3.76 3.64 -0.75  0.1054
H 1.59 3.36 -0.79  0.0624
H 1.99 2.29 3.03  0.1229
H 0.72 1.28 4.43  0.1251
H -0.74 0.54 3.95  0.1293
H -1.48 0.81 1.82  0.1086
C -2.66 1.20 -3.67  -0.1747
As -1.30 2.54 -3.71  1.0539
C -2.04 4.18 -4.32  -0.1775
C 0.06 1.96 -4.91  -0.1830
O -0.55 2.86 -2.21  -0.6400
H -3.08 1.14 -4.68  0.0635
H -3.42 1.49 -2.95  0.0480
H -2.23 0.24 -3.40  0.0468
H -2.45 4.03 -5.32  0.0586
H -1.26 4.93 -4.34  0.0550
H -2.83 4.48 -3.63  0.0573
H -0.36 1.82 -5.90  0.0583
H 0.47 1.01 -4.55  0.0422
H 0.85 2.71 -4.95  0.0529


Below is a single C4H10N2O2S molecule at a distorted geometry, with properties calculated with the ωB97M-V functional and the def2-TZVPD basis.

Results
Relative energy (zero: lowest compared OMol25 entry of this formula, charge and spin) in kJ/mol: 93.2
Gap between HOMO and LUMO in eV: 10.18
Structure (SMILES): [H]/N=C(/C)N(C)S(C)(=O)=O

Each line ends with the Löwdin charge.
Cartesian coordinates (Å):
H 1.62 -0.64 -1.61  0.0581
N 0.84 -0.01 -1.94  0.1390
C 0.19 0.57 -1.03  -0.5207
C -0.92 1.46 -1.51  -0.0344
N 0.42 0.51 0.35  -0.2233
C -0.14 1.35 1.27  -0.1319
S 0.94 -1.05 0.94  0.6436
C -0.34 -2.23 0.43  -0.1021
O 2.14 -1.34 0.21  -0.3067
O 1.02 -1.03 2.35  -0.2784
H -1.75 1.16 -0.91  0.0658
H -0.65 2.54 -1.44  0.1020
H -1.04 1.41 -2.57  0.0755
H 0.47 2.34 1.40  0.1364
H -1.17 1.48 0.92  0.0826
H -0.14 0.81 2.22  0.0780
H -0.79 -1.89 -0.54  0.0747
H 0.30 -3.11 0.19  0.0798
H -1.01 -2.32 1.28  0.0620